Record 1
Density functional theory data (ωB97M-V/def2-TZVPD) for a structure of composition C35H46IN4O2OsSi.

The geometry in XYZ format:
```
90
Properties=species:S:1:pos:R:3:lowdin_charge:R:1
Os 1.339 0.350 -1.006 1.472
C -2.679 -4.235 2.806 -0.047
C -2.360 -4.445 1.326 -0.553
C -3.667 -4.426 0.516 -0.020
C -1.658 -5.800 1.152 -0.024
C -1.464 -3.349 0.777 -0.108
C -0.962 -3.418 -0.526 0.040
C -0.155 -2.420 -1.015 -0.091
N 0.202 -1.349 -0.284 -0.048
C -0.326 -1.225 0.948 -0.184
C -1.137 -2.201 1.497 0.087
C -0.090 0.086 1.589 -0.167
C -0.526 0.415 2.854 0.079
C -0.412 1.717 3.351 -0.104
C 0.143 2.656 2.484 0.050
C 0.592 2.274 1.239 -0.077
N 0.509 1.010 0.794 -0.050
C -0.916 2.058 4.743 -0.553
C -2.443 1.883 4.741 -0.019
C -0.281 1.096 5.759 -0.023
C -0.571 3.495 5.132 -0.046
H -3.280 -5.070 3.163 0.103
H -3.265 -3.329 2.979 0.091
H -1.776 -4.199 3.420 0.098
H -4.329 -5.212 0.879 0.104
H -3.491 -4.605 -0.546 0.086
H -4.187 -3.472 0.628 0.092
H -2.289 -6.587 1.563 0.103
H -0.705 -5.827 1.683 0.099
H -1.480 -6.045 0.105 0.083
H -1.205 -4.248 -1.174 0.132
H 0.205 -2.461 -2.035 0.072
H -1.540 -2.061 2.488 0.111
H -0.975 -0.351 3.469 0.122
H 0.244 3.692 2.771 0.126
H 1.034 2.995 0.568 0.109
H -2.736 0.859 4.500 0.085
H -2.922 2.557 4.029 0.098
H -2.833 2.110 5.732 0.105
H -0.568 0.057 5.588 0.083
H -0.621 1.358 6.760 0.104
H 0.808 1.164 5.748 0.099
H -1.068 4.228 4.493 0.094
H 0.505 3.677 5.113 0.098
H -0.912 3.681 6.150 0.103
C 5.031 2.158 -2.244 -0.134
Si 3.803 1.975 -0.882 0.518
C 3.655 0.178 -0.254 -0.179
C 3.937 3.215 0.476 -0.140
N 2.090 1.966 -1.547 -0.157
C 1.340 2.823 -2.308 -0.247
C 1.786 4.066 -2.791 0.029
C 0.930 4.831 -3.546 -0.016
C -0.367 4.376 -3.813 0.018
C -0.838 3.151 -3.350 0.049
C 0.036 2.391 -2.610 -0.163
O -0.269 1.159 -2.048 -0.147
C -1.458 0.441 -2.432 -0.259
C -1.495 -0.138 -3.680 -0.021
C -2.630 -0.879 -3.997 -0.038
C -3.658 -1.017 -3.073 -0.035
C -3.573 -0.415 -1.824 -0.033
C -2.453 0.335 -1.486 -0.001
H 5.861 1.462 -2.093 0.058
H 5.452 3.164 -2.255 0.057
H 4.608 1.952 -3.229 0.049
H 4.155 0.072 0.714 0.083
H 4.118 -0.528 -0.937 0.037
H 2.660 -0.275 0.156 0.019
H 4.994 3.312 0.739 0.065
H 3.401 2.927 1.380 0.036
H 3.601 4.206 0.166 0.055
H 2.793 4.399 -2.571 0.127
H 1.247 5.787 -3.938 0.132
H -1.031 4.998 -4.399 0.137
H -1.843 2.819 -3.566 0.142
H -0.681 -0.025 -4.383 0.119
H -2.707 -1.340 -4.972 0.122
H -4.539 -1.587 -3.335 0.125
H -4.384 -0.514 -1.115 0.122
H -2.369 0.833 -0.529 0.129
N 2.967 -2.540 -2.219 0.238
C 2.451 -1.688 -3.088 -0.617
O 1.815 -0.648 -2.749 -0.163
C 2.597 -1.969 -4.542 -0.517
I 0.871 -3.065 -5.147 0.973
H 2.793 -2.448 -1.230 0.119
H 3.446 -3.371 -2.536 0.153
H 3.464 -2.588 -4.758 0.070
H 2.638 -1.044 -5.106 0.074
```

E = -65521.4165 eV
Max |F| = 0.46 eV/A
LUMO (alpha / beta) = -10.4 / -10.4 eV
Charge = +3
Highest occupied orbital energy (alpha / beta) = -16.991 / -16.990 eV
ΔE to the lowest compared entry with this formula, charge and spin = 0.0 kJ/mol
Frontier orbital gap (alpha / beta) = 6.60 / 6.55 eV



Record 2
Density functional theory data (ωB97M-V/def2-TZVPD) for a cluster of 3 separate species, C35H46O9 in total.

The geometry in XYZ format:
```
90
Properties=species:S:1:pos:R:3:lowdin_charge:R:1
C 5.548 -0.160 -0.713 0.067
C 4.260 -0.484 -0.703 -0.085
C 2.666 -0.637 -0.999 -0.151
C 1.810 0.336 -0.018 -0.069
C 1.074 -0.187 1.310 -0.116
C 1.174 -1.759 1.641 -0.077
C 0.101 -2.519 0.658 -0.265
O 0.390 -3.689 0.185 0.003
C -1.317 -1.867 0.234 -0.096
C -1.471 -0.697 -0.834 -0.009
C -2.919 -0.125 -1.148 -0.058
C -4.253 -0.655 -0.433 -0.063
C -4.086 -1.840 0.599 -0.064
C -2.625 -2.426 0.915 -0.015
C 0.262 0.786 2.256 0.044
C 0.143 2.327 1.908 -0.096
C -0.696 3.285 2.916 -0.213
C -2.274 3.268 2.511 -0.116
C 0.840 2.892 0.605 0.014
C 1.666 1.899 -0.352 0.024
C 2.319 2.563 -1.695 -0.245
O 3.452 2.195 -2.158 0.024
C 1.419 3.758 -2.355 0.014
C 0.660 4.651 -1.489 0.014
C 0.750 4.452 0.131 -0.249
O 0.785 5.446 0.927 0.019
H 6.604 0.323 -0.705 0.066
H 2.329 -1.729 -0.826 0.098
H 2.387 -0.354 -2.077 0.119
H 2.242 -2.110 1.346 0.128
H 0.896 -2.015 2.727 0.129
H -0.522 -0.299 -1.363 0.090
H -3.063 0.740 -1.912 0.087
H -5.290 -0.201 -0.654 0.078
H -5.029 -2.258 1.106 0.081
H -2.597 -3.292 1.692 0.101
H -0.260 0.323 3.187 0.117
H -0.520 2.841 3.983 0.114
H -0.263 4.354 2.943 0.101
H -2.716 4.307 2.755 0.078
H -2.774 2.415 3.106 0.076
H -2.452 3.058 1.382 0.081
H 1.314 3.911 -3.495 0.118
H -0.001 5.478 -1.950 0.119
C 13.027 -1.741 -1.070 -0.109
O 12.048 -2.147 -0.129 -0.207
C 11.605 -1.063 0.684 -0.197
C 10.332 -1.447 1.434 -0.173
O 9.154 -1.303 0.636 -0.148
C 8.948 -2.321 -0.347 -0.174
C 8.458 -3.634 0.257 -0.194
O 9.558 -4.389 0.763 -0.207
C 9.134 -5.454 1.592 -0.112
H 13.896 -1.316 -0.560 0.085
H 13.342 -2.620 -1.635 0.088
H 12.601 -1.014 -1.768 0.087
H 11.416 -0.180 0.063 0.127
H 12.400 -0.840 1.405 0.124
H 10.205 -0.746 2.265 0.125
H 10.397 -2.448 1.865 0.121
H 9.837 -2.460 -0.965 0.121
H 8.159 -1.935 -1.000 0.110
H 7.972 -4.234 -0.521 0.126
H 7.743 -3.429 1.061 0.129
H 8.626 -5.064 2.480 0.087
H 10.018 -6.008 1.916 0.088
H 8.472 -6.132 1.044 0.086
C -9.776 -1.504 -2.888 -0.107
O -10.053 -0.600 -1.831 -0.205
C -8.955 -0.474 -0.932 -0.201
C -9.149 0.737 -0.023 -0.174
O -8.755 1.963 -0.643 -0.141
C -9.665 2.480 -1.617 -0.173
C -10.902 3.118 -0.991 -0.197
O -11.866 2.117 -0.668 -0.207
C -12.884 2.615 0.181 -0.111
H -9.539 -2.495 -2.493 0.086
H -10.664 -1.575 -3.518 0.089
H -8.947 -1.129 -3.497 0.087
H -8.020 -0.369 -1.494 0.119
H -8.916 -1.385 -0.323 0.124
H -8.483 0.622 0.838 0.124
H -10.168 0.799 0.365 0.121
H -9.925 1.721 -2.357 0.121
H -9.111 3.265 -2.142 0.126
H -11.363 3.804 -1.711 0.125
H -10.618 3.671 -0.089 0.128
H -12.460 2.922 1.142 0.087
H -13.602 1.812 0.360 0.088
H -13.403 3.456 -0.290 0.086
```

E = -55447.7535 eV
Max |F| = 7.05 eV/A
LUMO = -1.4 eV
Highest occupied orbital energy = -8.876 eV
Frontier orbital gap = 7.49 eV
SMILES string = C#CCc1c(CC(=O)c2ccccc2)cc(CC)c2c1C(=O)C=CC2=O.COCCOCCOC.COCCOCCOC



Record 3
Density functional theory data (ωB97M-V/def2-TZVPD) for a structure of composition C35H48AuN3O2S.

The geometry in XYZ format:
```
90
Properties=species:S:1:pos:R:3:lowdin_charge:R:1
Au -5.231 -7.151 17.317 0.644
C -2.441 -2.537 22.048 -0.063
C -3.978 -2.292 21.856 -0.568
C -4.267 -0.908 21.263 -0.043
C -4.623 -2.353 23.222 -0.069
C -4.548 -3.400 20.981 -0.166
C -3.846 -4.155 20.087 0.049
C -4.461 -5.259 19.438 -0.124
N -3.984 -5.846 18.288 -0.008
C -2.758 -5.468 17.702 -0.207
C -1.576 -5.534 18.396 -0.035
C -0.368 -5.045 17.915 -0.184
C -0.355 -4.433 16.669 0.040
C -1.537 -4.373 15.844 -0.109
C -2.804 -4.829 16.368 -0.363
O -3.890 -4.651 15.818 -0.043
C -1.466 -3.695 14.549 -0.570
C -0.056 -3.206 14.109 -0.072
C -1.995 -4.614 13.393 -0.054
C -2.459 -2.482 14.618 -0.054
C 0.892 -5.232 18.779 -0.574
C 1.493 -6.637 18.666 -0.066
C 2.012 -4.314 18.308 -0.077
C 0.538 -5.055 20.254 -0.065
C -5.868 -5.573 19.836 -0.313
O -6.371 -6.677 19.621 -0.053
C -6.653 -4.572 20.517 -0.092
C -5.961 -3.469 20.938 0.044
C -8.140 -4.804 20.678 -0.524
C -8.408 -6.076 21.472 -0.049
C -8.721 -4.776 19.243 -0.046
C -8.909 -3.658 21.371 -0.065
H -1.960 -1.988 22.895 0.090
H -1.789 -2.403 21.157 0.080
H -2.306 -3.631 22.300 0.095
H -3.423 -0.188 21.481 0.102
H -5.237 -0.431 21.558 0.096
H -4.246 -1.011 20.200 0.073
H -4.189 -1.499 23.784 0.097
H -4.424 -3.362 23.744 0.122
H -5.708 -2.241 23.128 0.067
H -2.809 -3.973 19.833 0.111
H -1.523 -6.098 19.335 0.117
H 0.606 -3.992 16.317 0.093
H 0.651 -4.041 14.072 0.079
H 0.338 -2.479 14.889 0.095
H -0.178 -2.769 13.096 0.080
H -1.522 -5.658 13.434 0.104
H -1.828 -4.050 12.408 0.095
H -3.055 -4.769 13.616 0.062
H -2.045 -1.768 15.388 0.093
H -3.538 -2.674 14.793 0.080
H -2.334 -1.901 13.648 0.087
H 1.858 -6.800 17.662 0.075
H 0.699 -7.363 18.831 0.079
H 2.317 -6.843 19.388 0.093
H 2.435 -4.651 17.309 0.103
H 2.835 -4.222 19.080 0.101
H 1.568 -3.322 18.228 0.079
H -0.248 -5.671 20.625 0.054
H 0.383 -4.009 20.508 0.077
H 1.493 -5.340 20.835 0.107
H -6.580 -2.642 21.323 0.119
H -7.860 -6.967 21.005 0.094
H -9.435 -6.298 21.671 0.067
H -7.953 -6.010 22.495 0.100
H -8.362 -5.579 18.598 0.069
H -8.601 -3.816 18.735 0.092
H -9.839 -4.964 19.212 0.098
H -8.873 -3.549 22.452 0.084
H -9.963 -3.940 21.205 0.088
H -8.665 -2.715 20.940 0.066
N -8.407 -9.652 17.844 0.107
C -7.203 -9.714 17.221 -0.740
S -6.795 -8.439 16.121 0.586
N -6.424 -10.772 17.598 0.085
C -5.157 -11.185 17.102 -0.263
C -4.884 -11.011 15.776 -0.064
C -3.729 -11.559 15.198 -0.060
C -2.986 -12.437 15.985 -0.089
C -3.223 -12.565 17.387 -0.079
C -4.220 -11.799 17.943 -0.041
H -9.051 -8.967 17.440 0.106
H -8.795 -10.451 18.311 0.107
H -6.756 -11.330 18.344 0.136
H -5.629 -10.537 15.186 0.057
H -3.330 -11.382 14.166 0.126
H -2.140 -13.028 15.550 0.114
H -2.543 -13.117 18.070 0.116
H -4.291 -11.757 19.023 0.113
```

E = -60164.0419 eV
Max |F| = 3.91 eV/A
LUMO (alpha / beta) = -1.5 / -1.5 eV
Highest occupied orbital energy (alpha / beta) = -6.060 / -6.070 eV
ΔE to the lowest compared entry with this formula, charge and spin = 116.3 kJ/mol
Frontier orbital gap (alpha / beta) = 4.59 / 4.61 eV



Record 4
Density functional theory data (ωB97M-V/def2-TZVPD) for a structure of composition C35H48BCl3F4MoN3O3S2.

The geometry in XYZ format:
```
100
Properties=species:S:1:pos:R:3:lowdin_charge:R:1
Mo 0.817 0.614 1.209 1.637
Cl 1.794 -0.582 8.686 0.718
C 1.558 -0.377 6.989 -0.657
C 0.880 0.738 6.528 -0.114
C 0.697 0.897 5.166 -0.565
Cl -0.145 2.286 4.578 0.781
C 1.176 -0.047 4.264 -0.380
O 0.995 0.079 2.936 -0.357
C 1.856 -1.162 4.758 -0.573
Cl 2.456 -2.330 3.641 0.751
C 2.050 -1.334 6.115 -0.111
H 0.500 1.479 7.215 0.114
H 2.579 -2.201 6.483 0.115
C 3.076 6.378 -0.609 -0.039
C 2.894 5.257 0.377 -0.247
C 3.861 4.984 1.340 0.004
C 3.710 3.940 2.243 -0.254
C 4.764 3.636 3.272 -0.032
C 2.557 3.170 2.180 -0.018
C 1.574 3.417 1.223 -0.266
C 1.752 4.466 0.323 0.008
N 0.489 2.504 1.189 -0.143
C -0.867 2.912 0.719 -0.545
C -1.804 1.896 1.332 -0.147
C -1.289 4.297 1.207 -0.008
C -0.955 2.812 -0.814 -0.006
H 4.059 6.835 -0.509 0.078
H 2.327 7.157 -0.456 0.086
H 2.973 6.018 -1.633 0.085
H 4.755 5.595 1.380 0.121
H 5.574 4.361 3.234 0.079
H 5.188 2.644 3.105 0.084
H 4.344 3.648 4.279 0.084
H 2.402 2.380 2.908 0.095
H 1.037 4.649 -0.466 0.101
H -1.896 2.024 2.410 0.101
H -1.742 -0.066 0.564 -0.015
H -2.786 1.911 0.860 0.137
H -1.068 4.419 2.268 0.091
H -2.365 4.418 1.063 0.098
H -0.794 5.096 0.664 0.082
H -0.813 1.787 -1.169 0.068
H -0.187 3.415 -1.290 0.078
H -1.929 3.161 -1.162 0.097
C -1.942 -5.889 -1.448 -0.098
C -0.604 -5.441 -2.023 -0.217
C 0.084 -4.389 -1.142 -0.201
N 0.357 -3.177 -1.905 0.033
C 0.726 -2.020 -1.383 -0.741
S 0.988 -1.896 0.297 0.720
N 0.886 -0.938 -2.195 0.124
C 0.513 -0.716 -3.544 -0.375
O 0.075 0.368 -3.835 0.131
C 0.756 -1.785 -4.546 -0.178
C -0.160 -1.944 -5.582 -0.008
C 0.062 -2.905 -6.554 -0.055
C 1.211 -3.685 -6.507 -0.059
C 2.141 -3.507 -5.491 -0.056
C 1.914 -2.562 -4.504 -0.035
H -2.425 -6.620 -2.095 0.077
H -2.616 -5.036 -1.340 0.065
H -1.813 -6.347 -0.466 0.082
H -0.768 -5.031 -3.024 0.106
H 0.054 -6.300 -2.154 0.111
H 1.015 -4.764 -0.713 0.123
H -0.556 -4.114 -0.303 0.069
H 0.294 -3.248 -2.910 0.112
H 1.140 -0.083 -1.714 0.085
H -1.034 -1.307 -5.614 0.121
H -0.653 -3.040 -7.354 0.112
H 1.388 -4.428 -7.274 0.112
H 3.046 -4.100 -5.473 0.112
H 2.639 -2.410 -3.712 0.126
F 4.262 1.853 -0.479 0.282
B 3.876 0.630 -0.188 -0.983
F 3.686 0.285 1.094 0.197
F 3.913 -0.323 -1.107 0.250
F 1.817 0.997 -0.413 -0.404
C -3.536 0.221 -3.123 -0.112
C -4.453 -0.843 -2.534 -0.316
C -4.337 -0.938 -1.019 -0.443
S -2.670 -1.509 -0.532 0.916
O -1.210 0.579 1.126 -0.286
C -3.023 -2.626 0.870 -0.441
C -3.046 -1.972 2.245 -0.295
C -4.132 -0.919 2.416 -0.097
H -3.619 0.257 -4.209 0.079
H -2.488 0.032 -2.881 0.037
H -3.791 1.212 -2.740 0.077
H -4.235 -1.819 -2.972 0.104
H -5.493 -0.610 -2.775 0.114
H -5.046 -1.656 -0.607 0.082
H -4.537 0.032 -0.562 0.075
H -2.243 -3.385 0.833 0.051
H -3.970 -3.120 0.646 0.086
H -2.063 -1.540 2.451 0.092
H -3.190 -2.766 2.982 0.118
H -3.992 -0.082 1.728 0.041
H -4.131 -0.518 3.429 0.082
H -5.122 -1.338 2.225 0.085
```

E = -120330.1864 eV
Max |F| = 0.46 eV/A
LUMO (alpha / beta) = -3.1 / -3.1 eV
Charge = +1
Highest occupied orbital energy (alpha / beta) = -10.486 / -10.486 eV
ΔE to the lowest compared entry with this formula, charge and spin = 0.0 kJ/mol
Frontier orbital gap (alpha / beta) = 7.44 / 7.44 eV